Density functional theory data (ωB97M-V with the def2-TZVPD basis set) for a molecular structure, C4H10O20S2V5.

Computed properties:
Molar mass ... 697.0 u
Charge ... +1
Orbital gap ... 6.6425 eV

Each line ends with the Löwdin charge.
Geometry (Å):
O  -3.30672  -1.88506  -3.17866  -0.2117
V  -2.50277  -1.10943  -2.06477  0.9971
O  -2.54665  -2.01138  -0.74831  -0.2825
O  3.59044  -3.40673  -1.36872  -0.2148
V  2.06090  -3.73566  -1.41648  1.1542
O  1.70789  -3.95963  -2.93890  -0.2252
O  1.18051  1.75655  0.44219  -0.2458
V  -0.38975  1.72675  0.12272  0.9196
O  -0.95023  3.11815  0.49308  -0.2401
O  1.06361  -0.72239  -5.44306  -0.2146
V  -0.34556  -0.40783  -4.86816  0.9691
O  -1.45631  -1.35974  -5.48072  -0.2584
O  2.46377  1.90709  -4.27565  -0.2367
V  1.68481  2.06552  -2.92348  0.9689
O  2.80515  2.31354  -1.81699  -0.2359
S  0.45823  -0.86223  -1.78314  0.4587
O  -0.47879  -1.35710  -2.86906  -0.3867
O  1.38169  0.07685  -2.39843  -0.2981
O  -0.40244  -0.17260  -0.80065  -0.3845
O  1.15114  -1.96492  -1.12425  -0.3022
S  -1.24090  2.00409  -3.10775  0.4570
O  -1.92719  3.13247  -3.55801  -0.1460
O  -0.28911  2.30125  -1.94764  -0.4269
O  -2.08543  0.82457  -2.76029  -0.3739
O  -0.26125  1.52461  -4.19062  -0.4230
C  1.46767  -1.42818  5.42846  -0.0833
O  0.66833  -1.38085  4.25520  -0.1751
C  0.53421  -0.08006  3.76069  -0.2098
C  -0.38564  -0.18592  2.55944  -0.1559
O  -0.87299  1.07870  2.11631  -0.2868
C  -1.89015  1.67198  2.91971  -0.0257
H  1.56844  -2.47345  5.70681  0.0918
H  0.97134  -0.91127  6.25743  0.0952
H  2.45117  -0.98373  5.25422  0.0938
H  1.49550  0.35323  3.45142  0.1428
H  0.10427  0.61400  4.49936  0.1270
H  -1.18140  -0.92799  2.70262  0.1490
H  0.16704  -0.63050  1.72577  0.1154
H  -1.55756  1.77235  3.95155  0.1005
H  -2.79884  1.06163  2.90402  0.1124
H  -2.10645  2.65334  2.51274  0.0912

Density functional theory data (ωB97M-V with the def2-TZVPD basis set) for 4 unconnected molecules or ions with the total composition C2H11NO3.

Computed properties:
Molar mass ... 97.1 u
SMILES ... C=NC.O.O.O
Orbital gap ... 9.5220 eV

Each line ends with the Löwdin charge.
Geometry (Å):
C  0.75199  -2.85376  -0.63340  -0.0669
N  0.68963  -1.68179  -1.10234  -0.0782
C  -0.40580  -1.30975  -1.94836  -0.1754
H  1.15043  -3.16424  0.32979  0.0626
H  0.62763  -3.68491  -1.35284  0.0752
H  -1.42719  -1.42128  -1.64844  0.0407
H  -0.35535  -0.22227  -2.07318  0.0705
H  -0.48287  -1.65533  -2.99308  0.0782
O  1.93460  6.02480  0.00860  -0.0621
H  1.37843  6.25703  -0.74174  0.0307
H  1.75782  6.73072  0.63996  0.0314
O  1.34247  -0.59410  4.01505  -0.0625
H  1.95720  -0.46470  3.28692  0.0309
H  1.30728  0.25301  4.46872  0.0307
O  -3.46517  -0.45273  0.19601  -0.0592
H  -3.44622  -1.41044  0.29922  0.0329
H  -3.31487  -0.35028  -0.75089  0.0204

| no. | LUMO energy (eV) | highest occupied orbital energy (hartree) | F_max (eV Å⁻¹) |
| --- | --- | --- | --- |
| 1 | -6.2880 | -0.4752 | 3.65 |
| 2 | 0.5277 | -0.3305 | 3.34 |